Entry 1:
{"formula": "C15H35AsCuF6IN5O5", "method": "wB97M-V/def2-TZVPD", "orbital_gap_ev": [8.643, 6.491], "e_tot_ev": -163701.3643, "multiplicity": 2, "homo_ev": [-8.1268, -8.0300], "elements": ["Cu", "As", "F", "F", "F", "F", "F", "F", "I", "C", "C", "O", "N", "C", "H", "H", "H", "H", "H", "H", "H", "C", "C", "O", "N", "C", "H", "H", "H", "H", "H", "H", "H", "C", "C", "O", "N", "C", "H", "H", "H", "H", "H", "H", "H", "C", "C", "O", "N", "C", "H", "H", "H", "H", "H", "H", "H", "C", "C", "O", "N", "C", "H", "H", "H", "H", "H", "H", "H"], "positions_angstrom": [[0.46880, 0.15308, 0.37465], [-1.93768, 0.01982, -2.82891], [-3.29537, 0.13459, -1.73021], [-0.83153, 0.02639, -1.44203], [-0.51232, -0.03984, -3.86640], [-2.96442, -0.01626, -4.20656], [-1.85610, 1.76741, -2.88356], [-1.96127, -1.71017, -2.69011], [2.08761, 0.31199, 2.68819], [0.94313, 3.72984, -2.38057], [0.95499, 3.29520, -0.93436], [0.76549, 2.14576, -0.60070], [1.21055, 4.26877, -0.03880], [1.32301, 4.03132, 1.39413], [1.34843, 4.73425, -2.52911], [-0.05715, 3.80850, -2.80779], [1.53161, 3.01369, -2.95063], [1.50167, 5.18240, -0.32689], [0.42947, 3.61223, 1.85221], [1.54014, 4.99049, 1.86369], [2.16616, 3.36791, 1.59805], [-3.54814, -0.96533, 2.17011], [-2.15455, -1.44604, 2.38956], [-1.24185, -1.02356, 1.70178], [-1.96395, -2.39640, 3.33450], [-0.68718, -2.94839, 3.69047], [-4.27527, -1.17361, 2.96231], [-3.97563, -1.44004, 1.28391], [-3.58308, 0.11000, 2.00562], [-2.79283, -2.58166, 3.87168], [0.14814, -2.49665, 3.16101], [-0.60344, -4.01716, 3.46419], [-0.54667, -2.83837, 4.76687], [4.11973, -0.97522, -1.95032], [2.69960, -0.46930, -1.94680], [2.23161, -0.04774, -0.89677], [1.98623, -0.44969, -3.07147], [2.40242, -1.02820, -4.33206], [4.49146, -0.89900, -0.92954], [4.78915, -0.36958, -2.56258], [4.22163, -2.02967, -2.21375], [1.03742, -0.08869, -3.03850], [1.71673, -0.89731, -5.16145], [2.59312, -2.10367, -4.25969], [3.36425, -0.58614, -4.61329], [-0.37937, -4.07403, -1.03417], [0.66225, -3.27448, -0.26752], [0.52357, -2.07717, -0.10812], [1.72650, -3.96873, 0.18970], [2.80533, -3.57591, 1.04189], [-1.25216, -3.48782, -1.29521], [-0.68368, -4.95854, -0.47162], [0.10884, -4.39805, -1.95833], [1.68483, -4.94455, -0.05682], [2.51889, -2.95072, 1.89498], [3.59480, -3.03372, 0.51747], [3.20984, -4.44764, 1.55864], [-2.74075, 3.02683, 0.04596], [-2.03753, 2.38807, 1.22415], [-1.12295, 1.59212, 1.13002], [-2.48361, 2.77052, 2.45483], [-1.95401, 2.25196, 3.70087], [-3.17502, 2.22564, -0.54386], [-2.10998, 3.82022, -0.34898], [-3.60532, 3.58738, 0.42707], [-3.16367, 3.50617, 2.46517], [-0.89767, 1.99848, 3.60270], [-2.49445, 1.34489, 3.97560], [-2.01877, 3.01313, 4.47549]]}

Entry 2:
{"formula": "C5H10O", "method": "wB97M-V/def2-TZVPD", "orbital_gap_ev": 10.967, "e_tot_ev": -7393.2289, "smiles": "COCC1CC1", "homo_ev": -9.8033, "elements": ["C", "O", "C", "C", "C", "C", "H", "H", "H", "H", "H", "H", "H", "H", "H", "H"], "positions_angstrom": [[2.64693, -0.24703, 0.03480], [1.48885, 0.46938, -0.29546], [0.39382, 0.07435, 0.49554], [-0.86364, 0.65962, -0.08008], [-2.19372, 0.11568, 0.35236], [-1.68642, -0.15206, -1.03638], [2.89558, -0.15479, 1.10447], [2.52502, -1.31682, -0.19414], [3.46928, 0.15576, -0.55990], [0.31680, -1.02697, 0.50731], [0.54162, 0.39852, 1.54143], [-0.80461, 1.72914, -0.26795], [-3.01834, 0.81131, 0.47502], [-2.20365, -0.71200, 1.05710], [-1.34589, -1.15917, -1.26452], [-2.16162, 0.35508, -1.86959]]}

Entry 3:
{"formula": "C8H10BrNO2", "method": "wB97M-V/def2-TZVPD", "orbital_gap_ev": 7.984, "e_tot_ev": -84079.7140, "smiles": "CC/C(Br)=C/C=C\\C=C\\[N+](=O)[O-]", "homo_ev": -9.0281, "elements": ["C", "C", "C", "Br", "C", "C", "C", "C", "C", "N", "O", "O", "H", "H", "H", "H", "H", "H", "H", "H", "H", "H"], "positions_angstrom": [[-0.16057, -2.76381, 1.35814], [-0.58229, -1.70301, 0.39642], [-0.49200, -0.31048, 0.87898], [1.02990, 0.13831, 1.94404], [-1.42981, 0.58903, 0.60247], [-1.40121, 1.98941, 0.46393], [-0.54520, 2.63063, -0.40073], [0.54091, 2.02581, -1.14523], [0.76418, 0.70686, -1.39786], [2.07104, 0.28383, -1.70113], [2.18736, -0.88790, -1.96255], [2.96559, 1.09248, -1.84858], [0.86986, -3.15954, 1.16414], [-0.82077, -3.65736, 1.35925], [-0.11735, -2.39987, 2.33814], [-1.45283, -1.95944, 0.00737], [0.17689, -1.66731, -0.55584], [-2.31912, 0.08947, 0.28496], [-2.04815, 2.54155, 1.23330], [-0.62152, 3.73581, -0.52849], [1.40362, 2.70218, -1.25221], [-0.01852, -0.01666, -1.23852]]}

| no. | F_max (eV/A) |
| --- | --- |
| 1 | 1.9 |
| 2 | 0.3 |
| 3 | 6.0 |